DFT (ωB97M-V/def2-TZVPD) results for C40H60GeN4P3PdS as an isolated structure.

XYZ file:
```
110
Properties=species:S:1:pos:R:3:lowdin_spin:R:1
Pd 1.28 0.67 -1.02 0.115
C -2.41 4.60 1.45 0.003
C -1.06 3.87 1.39 0.013
C 0.07 4.87 1.61 0.002
P -0.73 2.88 -0.16 0.062
C -2.16 1.66 -0.09 0.042
N -1.86 0.51 0.74 0.387
Ge -0.28 -0.70 0.15 0.060
N -1.14 -1.86 -1.09 0.017
C -0.78 -1.69 -2.49 -0.001
P 0.81 -0.79 -2.75 0.022
C 2.11 -2.09 -2.77 0.008
C 2.00 -2.95 -1.51 0.001
C 2.19 -2.99 -4.00 0.002
C 0.64 -0.16 -4.48 0.002
C -0.05 1.19 -4.49 0.002
C -0.10 -1.10 -5.45 0.001
C -2.43 -2.29 -0.84 0.002
C -3.34 -2.68 -1.82 0.000
C -4.64 -3.04 -1.48 0.001
C -5.07 -3.01 -0.16 0.001
C -4.17 -2.64 0.83 0.003
C -2.87 -2.31 0.49 0.010
N -1.88 -1.98 1.48 0.050
C -2.28 -1.03 2.44 0.133
C -2.56 -1.31 3.76 -0.015
C -3.09 -0.31 4.56 0.161
C -3.37 0.97 4.04 0.007
C -3.06 1.27 2.74 0.101
C -2.42 0.30 1.93 0.059
C -1.07 -3.06 1.97 0.003
C -1.56 -4.30 2.31 0.003
C -0.70 -5.26 2.83 0.001
C 0.64 -4.95 2.98 0.004
C 1.15 -3.71 2.61 0.000
C 0.29 -2.74 2.06 0.006
N 0.68 -1.50 1.58 0.014
C 2.08 -1.17 1.74 0.001
P 2.57 0.42 0.93 0.017
C 4.40 0.21 0.73 0.007
C 5.11 -0.49 1.89 0.002
C 4.71 -0.54 -0.57 0.004
C 2.31 1.73 2.22 -0.001
C 3.40 1.94 3.27 0.000
C 0.97 1.50 2.92 0.000
C -1.27 4.08 -1.48 0.008
C -0.01 4.66 -2.13 0.007
C -2.21 3.49 -2.53 0.001
H -2.66 4.83 2.49 0.000
H -3.24 4.04 1.02 0.000
H -2.36 5.55 0.92 0.000
H -1.03 3.14 2.20 0.001
H 0.10 5.61 0.81 0.000
H 1.05 4.38 1.64 0.000
H -0.07 5.41 2.54 0.000
H -2.26 1.29 -1.11 0.015
H -3.11 2.11 0.20 0.001
H -1.55 -1.11 -3.03 0.001
H -0.71 -2.66 -2.99 0.000
H 3.04 -1.51 -2.71 0.001
H 1.10 -3.57 -1.53 0.000
H 1.96 -2.35 -0.60 0.000
H 2.86 -3.62 -1.44 0.000
H 1.29 -3.60 -4.12 0.000
H 3.03 -3.68 -3.88 0.000
H 2.37 -2.43 -4.92 0.000
H 1.68 -0.03 -4.81 0.000
H -1.09 1.09 -4.16 0.000
H -0.08 1.60 -5.50 0.000
H 0.44 1.91 -3.84 0.003
H -1.16 -1.14 -5.21 0.000
H 0.29 -2.11 -5.48 0.000
H -0.02 -0.69 -6.46 0.000
H -3.05 -2.72 -2.86 0.000
H -5.33 -3.34 -2.26 0.000
H -6.09 -3.27 0.10 0.000
H -4.47 -2.62 1.87 0.000
H -2.40 -2.31 4.15 -0.004
H -3.34 -0.52 5.59 0.009
H -3.81 1.72 4.67 -0.002
H -3.23 2.27 2.36 0.004
H -2.62 -4.52 2.18 0.000
H -1.07 -6.24 3.11 0.000
H 1.32 -5.68 3.40 0.000
H 2.20 -3.50 2.73 0.000
H 2.73 -1.94 1.28 0.000
H 2.35 -1.13 2.80 0.000
H 4.77 1.23 0.64 0.000
H 4.85 -1.55 1.93 0.000
H 4.90 -0.06 2.87 0.000
H 6.19 -0.44 1.73 0.000
H 4.28 -1.54 -0.55 0.000
H 5.79 -0.64 -0.68 0.000
H 4.32 -0.01 -1.44 0.007
H 2.23 2.63 1.61 0.000
H 3.47 1.10 3.95 0.000
H 3.15 2.82 3.86 0.000
H 4.38 2.12 2.83 0.000
H 1.01 0.63 3.58 0.000
H 0.16 1.33 2.20 0.001
H 0.71 2.37 3.53 0.000
H -1.80 4.89 -0.97 0.001
H 0.54 3.88 -2.66 0.005
H 0.67 5.09 -1.39 0.000
H -0.28 5.44 -2.84 0.001
H -1.77 2.63 -3.02 0.000
H -2.41 4.25 -3.29 0.000
H -3.18 3.20 -2.11 0.000
S 3.65 2.03 -3.10 0.263
C 2.45 1.80 -2.14 0.361
```

Output
Energy relative to the best compared isomer or geometry (same formula, charge and spin) = 0.8 kcal/mol
Spin multiplicity = 3
Highest occupied orbital energy (alpha / beta) = -7.87 / -10.19 eV
Charge = +1
Total energy = -147107.83175 eV
Frontier orbital gap (alpha / beta) = 6.1 / 5.3 eV

---

DFT (ωB97M-V/def2-TZVPD) results for C20H14FeIN5O5 as an isolated structure.

XYZ file:
```
46
Properties=species:S:1:pos:R:3:lowdin_spin:R:1
Fe 0.07 0.13 -0.33 3.718
O 5.88 -0.40 1.62 -0.001
C 4.62 -0.23 1.18 -0.002
C 4.00 1.02 1.15 0.001
C 2.71 1.08 0.68 0.003
N 2.07 -0.01 0.30 0.036
C 2.66 -1.19 0.24 0.002
C 3.96 -1.36 0.69 0.001
C 1.78 -2.21 -0.48 0.007
O 2.11 -3.39 -0.50 0.011
O 0.76 -1.67 -1.04 0.067
C 1.88 2.33 0.41 0.006
O 2.18 3.41 0.89 0.009
O 0.86 2.10 -0.36 0.053
H 6.24 0.45 1.91 0.000
H 4.51 1.93 1.45 0.000
H 4.44 -2.32 0.63 0.000
C -3.74 1.70 -1.60 0.001
C -4.62 0.82 -1.01 0.002
C -4.14 -0.37 -0.48 0.001
C -2.78 -0.62 -0.54 0.003
N -1.92 0.23 -1.13 0.018
C -2.39 1.36 -1.65 0.005
C -2.17 -1.80 0.13 0.004
C -2.62 -3.09 -0.09 -0.001
C -1.97 -4.13 0.56 0.003
C -0.93 -3.85 1.41 0.000
C -0.55 -2.53 1.58 0.004
N -1.14 -1.52 0.95 0.019
H -4.07 2.64 -2.02 0.000
H -5.68 1.06 -0.94 0.000
H -4.79 -1.07 0.01 0.000
H -1.67 2.01 -2.12 0.000
H -3.43 -3.27 -0.78 0.000
H -2.28 -5.16 0.38 0.000
H -0.38 -4.63 1.92 0.000
H 0.28 -2.26 2.22 0.000
I -4.42 2.37 3.89 0.001
C -2.76 2.25 2.69 0.001
C -2.11 3.29 2.05 0.001
N -1.12 2.73 1.35 0.001
N -1.08 1.40 1.49 0.023
C -2.08 1.09 2.30 0.002
H -2.28 4.35 2.05 0.000
H -0.41 3.14 0.74 0.000
H -2.26 0.07 2.58 0.000
```

Output
Spin multiplicity = 5
Highest occupied orbital energy (alpha / beta) = -8.56 / -8.33 eV
Charge = 0
Total energy = -81145.90133 eV
Frontier orbital gap (alpha / beta) = 8.3 / 8.0 eV

---

DFT (ωB97M-V/def2-TZVPD) results for C6H6O2 in the gas phase.

XYZ file:
```
14
Properties=species:S:1:pos:R:3:mulliken_charge:R:1
C -2.41 -0.25 -0.05 0.758
C 2.70 -0.31 -0.14 0.075
C 1.72 0.81 -0.66 -0.691
C 0.36 0.30 -0.04 -0.254
C -0.60 1.16 0.26 -0.038
C -1.87 0.64 0.69 -0.746
H 3.74 -0.20 -0.41 0.377
H 2.02 1.76 -0.26 0.304
H 1.61 1.00 -1.74 0.288
H 0.33 -0.80 0.08 0.374
H -0.59 2.45 -0.07 0.180
H -2.32 0.99 1.66 0.270
O -2.90 -1.17 -0.59 -0.406
O 2.37 -1.25 0.63 -0.493
```

Output
Energy relative to the best compared isomer or geometry (same formula, charge and spin) = 63.0 kcal/mol
Spin multiplicity = 1
Structure (SMILES) = O=C=C/C=C/CC=O
Highest occupied orbital energy = -8.82 eV
Charge = 0
Total energy = -10410.67680 eV
Frontier orbital gap = 9.6 eV

---

DFT (ωB97M-V/def2-TZVPD) results for a 5-piece molecular cluster, C17H24O15 overall.

XYZ file:
```
56
Properties=species:S:1:pos:R:3:mulliken_charge:R:1
C -5.04 -7.72 -4.32 -0.344
C -4.99 -7.67 -2.82 -0.267
O -6.16 -6.97 -2.54 -0.312
C -6.54 -6.20 -3.55 0.696
O -7.26 -5.18 -3.47 -0.582
O -5.94 -6.57 -4.67 -0.316
H -5.49 -8.71 -4.47 0.251
H -4.09 -7.65 -4.84 0.307
H -4.13 -7.12 -2.44 0.270
H -4.90 -8.74 -2.63 0.297
C -0.85 -1.53 1.42 -0.314
C 0.14 -0.79 0.54 -0.262
O -0.31 -1.27 -0.74 -0.302
C -1.05 -2.30 -0.60 0.714
O -1.47 -3.04 -1.47 -0.601
O -1.22 -2.65 0.66 -0.311
H -1.61 -0.81 1.72 0.234
H -0.37 -1.90 2.32 0.288
H 1.09 -1.19 0.89 0.260
H -0.06 0.28 0.47 0.293
C -2.19 -3.47 -8.29 -0.218
C -3.26 -3.57 -9.38 -0.268
O -2.59 -4.29 -10.43 -0.345
C -1.25 -4.04 -10.33 0.741
O -0.31 -4.33 -11.10 -0.582
O -1.06 -3.59 -9.14 -0.329
H -2.24 -4.27 -7.56 0.234
H -2.14 -2.50 -7.80 0.255
H -3.62 -2.65 -9.84 0.268
H -4.06 -4.21 -9.01 0.244
C 1.61 4.80 8.45 -1.392
C 1.56 3.49 7.53 0.303
C 0.51 2.51 7.98 -0.385
O -0.45 2.59 6.93 -0.340
C 0.04 3.23 5.88 0.697
O -0.63 3.36 4.84 -0.582
O 1.11 3.89 6.28 -0.308
H 2.33 5.59 8.25 0.329
H 1.69 4.55 9.51 0.391
H 0.64 5.30 8.44 0.375
H 2.50 2.94 7.43 0.294
H 0.18 2.99 8.89 0.320
H 1.05 1.56 8.00 0.297
C 6.47 7.21 2.12 -1.354
C 5.82 6.01 2.34 0.477
C 4.33 6.15 2.07 -0.465
O 4.03 4.92 1.30 -0.339
C 5.12 4.29 0.97 0.693
O 5.18 3.03 0.70 -0.606
O 6.11 5.02 1.41 -0.374
H 7.55 7.06 2.10 0.335
H 6.39 7.76 3.06 0.360
H 6.16 7.56 1.14 0.403
H 5.88 5.63 3.36 0.315
H 3.98 6.97 1.44 0.290
H 3.78 6.24 3.01 0.265
```

Output
Energy relative to the best compared isomer or geometry (same formula, charge and spin) = 107.8 kcal/mol
Spin multiplicity = 1
Structure (SMILES) = C[C@H]1COC(=O)O1.C[C@H]1COC(=O)O1.O=C1OCCO1.O=C1OCCO1.O=C1OCCO1
Highest occupied orbital energy = -10.51 eV
Charge = 0
Total energy = -48726.55011 eV
Frontier orbital gap = 10.6 eV

---

DFT (ωB97M-V/def2-TZVPD) results for C4H9NO2 as an isolated structure.

XYZ file:
```
16
Properties=species:S:1:pos:R:3:mulliken_charge:R:1
C -2.02 -0.04 -0.37 -1.326
C -0.52 0.22 -0.38 0.543
O -0.22 1.52 0.13 -0.578
C 0.26 -0.74 0.51 -1.202
C 2.09 -0.62 -0.04 0.600
O 2.50 -1.66 -0.44 -0.476
N 2.54 0.53 0.42 -0.839
H -2.41 0.05 0.65 0.323
H -2.24 -1.04 -0.75 0.348
H -2.54 0.69 -1.01 0.377
H -0.14 0.13 -1.41 0.247
H -0.64 2.18 -0.44 0.328
H -0.09 -0.61 1.55 0.422
H 0.13 -1.79 0.24 0.448
H 1.46 -0.11 1.06 0.373
H 1.84 1.27 0.30 0.414
```

Output
Energy relative to the best compared isomer or geometry (same formula, charge and spin) = 109.7 kcal/mol
Spin multiplicity = 1
Highest occupied orbital energy = -9.12 eV
Charge = 0
Total energy = -9875.30528 eV
Frontier orbital gap = 9.7 eV

---

DFT (ωB97M-V/def2-TZVPD) results for C29H45N9O2S2Zr as an isolated structure.

XYZ file:
```
88
Properties=species:S:1:pos:R:3:mulliken_charge:R:1
Zr 0.20 0.58 -0.21 -0.413
N -0.07 1.06 2.05 1.500
C 1.12 1.49 2.84 -1.314
C 3.14 0.97 1.25 -1.417
N 2.58 0.33 0.00 0.365
C 2.95 -1.11 0.09 -0.478
C 2.29 -1.94 -0.99 -0.994
N 0.87 -1.54 -1.06 0.039
C 3.21 0.99 -1.18 -0.890
C 2.46 0.83 -2.50 -1.001
N 1.01 1.10 -2.37 -0.264
H -0.82 1.74 2.21 -1.005
H -0.39 0.16 2.42 0.128
H 0.90 1.39 3.90 0.762
H 1.30 2.54 2.62 0.466
H 4.16 0.62 1.40 0.477
H 3.16 2.05 1.10 0.904
H 2.63 -1.45 1.06 -0.044
H 4.04 -1.21 0.04 0.491
H 2.38 -3.00 -0.73 0.622
H 2.76 -1.82 -1.96 0.212
H 0.35 -2.04 -0.34 0.051
H 0.44 -1.81 -1.95 0.332
H 4.23 0.61 -1.31 0.425
H 3.30 2.05 -0.96 0.742
H 2.58 -0.17 -2.91 0.343
H 2.92 1.51 -3.23 0.551
H 0.51 0.66 -3.15 0.258
H 0.84 2.10 -2.44 0.342
C -3.49 2.89 -1.95 -1.659
C -2.44 1.86 -1.68 0.587
N -1.47 2.08 -0.85 0.597
N -1.58 3.27 -0.11 -0.677
C -0.47 3.73 0.31 0.380
S 1.09 3.06 -0.09 -0.433
S -0.44 5.11 1.38 -0.053
C -2.13 5.06 2.06 -1.401
C -2.35 3.85 2.93 0.451
C -1.63 3.68 4.11 -0.103
C -1.84 2.57 4.92 -0.759
C -2.78 1.61 4.55 -0.450
C -3.51 1.77 3.38 -0.734
C -3.30 2.89 2.58 -0.047
C -2.55 0.55 -2.33 0.028
C -3.19 0.40 -3.56 -0.827
C -3.41 -0.86 -4.10 -1.068
C -3.03 -1.99 -3.38 -0.659
C -2.41 -1.86 -2.15 -0.614
C -2.14 -0.60 -1.63 0.882
O -1.48 -0.49 -0.46 0.187
H -3.74 3.42 -1.04 0.307
H -4.38 2.45 -2.39 0.537
H -3.09 3.64 -2.65 0.333
H -2.85 5.12 1.25 0.356
H -2.19 5.97 2.65 0.545
H -0.90 4.43 4.40 0.451
H -1.29 2.47 5.84 0.517
H -2.97 0.76 5.20 0.463
H -4.27 1.05 3.11 0.513
H -3.88 3.02 1.67 0.336
H -3.51 1.27 -4.11 0.563
H -3.89 -0.96 -5.06 0.445
H -3.23 -2.97 -3.78 0.479
H -2.14 -2.74 -1.57 0.551
N 2.83 -0.22 3.28 -0.604
C 2.35 0.67 2.51 0.638
H 2.28 -0.32 4.13 0.313
C 1.90 -3.67 2.20 -1.051
N 0.45 -3.80 2.24 0.099
C -0.04 -5.12 2.63 -0.713
C -1.49 -5.29 2.25 -0.700
C -2.27 -4.10 2.77 -0.643
N -1.68 -2.86 2.27 0.339
C -2.53 -1.69 2.43 -0.681
C -0.35 -2.72 2.06 0.233
O 0.16 -1.63 1.67 -0.128
H 2.30 -3.92 1.22 0.171
H 2.32 -4.36 2.92 0.612
H 2.20 -2.66 2.48 0.316
H 0.09 -5.25 3.71 0.337
H 0.58 -5.87 2.14 0.449
H -1.89 -6.21 2.67 0.379
H -1.59 -5.35 1.16 0.271
H -2.28 -4.09 3.86 0.328
H -3.30 -4.13 2.43 0.366
H -3.49 -1.88 1.95 0.344
H -2.10 -0.82 1.97 -0.310
H -2.72 -1.51 3.50 0.421
```

Output
Energy relative to the best compared isomer or geometry (same formula, charge and spin) = 0.0 kcal/mol
Spin multiplicity = 1
Highest occupied orbital energy = -13.41 eV
Charge = +2
Total energy = -71253.10170 eV
Frontier orbital gap = 7.9 eV

---

DFT (ωB97M-V/def2-TZVPD) results for CH6N4OS as an isolated structure.

XYZ file:
```
13
Properties=species:S:1:pos:R:3:mulliken_charge:R:1
C -0.64 0.48 -0.28 0.418
H -2.34 -1.13 1.37 0.287
H -3.41 -0.86 -0.04 0.259
H -0.59 -1.56 0.33 0.465
H 1.07 -1.16 -1.38 0.154
H 0.18 2.30 -0.98 0.283
H 2.06 1.00 0.85 0.340
N -2.33 -0.83 0.17 -0.592
N -1.89 0.54 -0.36 -0.455
N -0.01 -0.66 0.48 -0.426
N 0.35 1.42 -0.48 -0.071
O 1.01 1.68 0.68 -0.480
S 1.62 -1.14 -0.16 -0.183
```

Output
Energy relative to the best compared isomer or geometry (same formula, charge and spin) = 98.0 kcal/mol
Spin multiplicity = 1
Highest occupied orbital energy = -8.87 eV
Charge = 0
Total energy = -19970.98026 eV
Frontier orbital gap = 9.3 eV

---

DFT (ωB97M-V/def2-TZVPD) results for a 2-piece molecular cluster, C18H26N4O2S overall.

XYZ file:
```
51
Properties=species:S:1:pos:R:3:mulliken_charge:R:1
C -0.43 -1.38 1.52 -1.189
N 0.09 -0.01 1.56 0.480
C -0.35 0.71 0.36 -1.091
C -0.38 0.68 2.76 -1.162
H -0.10 -1.93 2.41 0.380
H -1.54 -1.39 1.49 0.369
H -0.05 -1.89 0.63 0.338
H 0.09 1.71 0.36 0.267
H -0.01 0.16 -0.53 0.359
H -1.45 0.80 0.31 0.375
H 0.00 1.71 2.75 0.323
H -1.49 0.71 2.80 0.380
H -0.01 0.16 3.65 0.279
C 3.10 -6.47 1.04 -1.015
N 3.98 -5.46 1.60 0.242
C 5.05 -6.01 2.41 -0.995
C 3.63 -4.10 1.64 -0.150
C 2.72 -3.63 2.62 -0.509
C 2.43 -2.28 2.70 -0.459
C 2.94 -1.37 1.76 0.212
C 2.58 0.05 1.85 -0.517
C 2.98 0.86 2.88 0.974
C 2.68 2.28 2.81 -0.162
O 2.05 2.80 1.88 -0.646
N 3.14 3.09 3.88 0.021
C 2.94 4.53 3.70 -0.957
C 3.47 2.61 5.14 0.375
S 3.71 3.57 6.50 -0.350
N 3.63 1.23 5.20 0.051
C 4.17 0.72 6.47 -1.225
C 3.75 0.41 4.06 0.214
O 4.44 -0.61 4.10 -0.603
C 3.77 -1.86 0.72 -0.584
C 4.16 -3.19 0.70 -0.492
H 2.27 -5.99 0.50 0.295
H 3.67 -7.09 0.34 0.318
H 2.70 -7.12 1.83 0.320
H 5.62 -5.20 2.88 0.290
H 4.65 -6.68 3.19 0.318
H 5.72 -6.61 1.77 0.321
H 2.28 -4.34 3.32 0.396
H 1.78 -1.91 3.49 0.745
H 2.21 0.53 0.95 0.514
H 3.22 4.99 4.64 0.330
H 3.59 4.88 2.89 0.302
H 1.90 4.74 3.46 0.307
H 4.31 -0.35 6.39 0.363
H 5.11 1.23 6.69 0.395
H 3.46 0.98 7.26 0.386
H 4.13 -1.16 -0.03 0.448
H 4.87 -3.57 -0.04 0.419
```

Output
Energy relative to the best compared isomer or geometry (same formula, charge and spin) = 79.9 kcal/mol
Spin multiplicity = 1
Structure (SMILES) = CN1C(=O)C(=Cc2ccc(N(C)C)cc2)C(=O)N(C)C1=S.CN(C)C
Highest occupied orbital energy = -8.19 eV
Charge = 0
Total energy = -39977.69406 eV
Frontier orbital gap = 7.5 eV

---

Number 1: largest force on an atom 0.2 eV/A. Number 2: largest force on an atom 0.6 eV/A. Number 3: largest force on an atom 4.3 eV/A. Number 4: largest force on an atom 6.7 eV/A. Number 5: largest force on an atom 0.6 eV/A. Number 6: largest force on an atom 0.6 eV/A. Number 7: largest force on an atom 5.5 eV/A. Number 8: largest force on an atom 1.8 eV/A.